This record from OMol25 describes a 14-piece molecular cluster, C44H127N11O14 overall in a non-equilibrium geometry. The level of theory is ωB97M-V/def2-TZVPD.

As for the spin multiplicity: 2. As for the expectation value of S²: 0.750. The orbital gap (alpha / beta) comes out at 1.4 / 8.7 eV. As for the charge: -1. The value obtained for the calculated total energy is -3407.802407 a.u.

Last column: Mulliken spin population.
CARTESIAN COORDINATES (ANGSTROEM)
C1 22.282320 -5.249910 26.949690  0.0611
C2 22.933320 -5.568450 25.598090  0.3983
C3 22.390960 -6.876410 24.926600  -0.0326
O1 22.194680 -8.008180 25.806950  -0.0728
C4 23.337330 -8.641960 26.186360  0.1170
N1 22.664750 -4.480310 24.579050  -0.1559
H1 22.439600 -6.013120 27.711840  -0.0311
H2 21.214040 -5.045420 26.878560  0.0247
H3 22.878850 -4.431040 27.351820  -0.0866
H4 24.010900 -5.731790 25.582810  0.0206
H5 23.068630 -7.212780 24.141930  -0.0097
H6 21.412210 -6.617150 24.522930  -0.0110
H7 23.845970 -9.057790 25.316600  -0.0224
H8 23.079490 -9.331570 26.990140  -0.0494
H9 23.938300 -7.913280 26.730370  0.0726
H10 21.661920 -4.372630 24.525770  0.0138
H11 23.089260 -3.648040 24.962750  -0.0191
C5 24.613440 -14.287320 20.305210  -0.0119
C6 25.360980 -15.132690 21.271320  0.0139
C7 24.631570 -15.330270 22.624770  -0.0315
O2 24.157870 -14.260140 23.416230  -0.0460
C8 25.142770 -13.278490 23.924270  0.0954
N2 25.678340 -16.431440 20.668480  -0.0094
H12 25.382030 -14.141610 19.546160  -0.0089
H13 24.254830 -13.296200 20.583010  0.0076
H14 23.683270 -14.759050 19.988420  0.0064
H15 26.270310 -14.623880 21.591220  0.0320
H16 25.165790 -15.919610 23.370010  -0.0046
H17 23.820610 -16.024330 22.404060  0.0067
H18 25.174800 -12.535160 23.127700  0.0057
H19 26.105060 -13.722020 24.179980  0.0019
H20 24.887470 -12.850450 24.893660  -0.0018
H21 26.388470 -16.186020 19.993520  -0.0021
H22 26.216310 -17.018100 21.290200  -0.0006
C9 27.175250 -7.516310 25.582000  0.7633
C10 26.984960 -6.582890 24.306590  -1.8904
C11 28.165700 -5.666690 24.143960  2.3868
O3 29.379610 -6.433680 23.886690  -3.2801
C12 30.515370 -5.958800 24.677040  2.9063
N3 26.896200 -7.451430 23.176150  0.1190
H23 26.819350 -7.070190 26.510660  -0.1898
H24 28.224860 -7.778060 25.715860  -0.2468
H25 26.599070 -8.440970 25.548650  0.1788
H26 26.088440 -5.979500 24.449000  0.3713
H27 28.161370 -5.065990 25.053490  0.4789
H28 28.044690 -4.954580 23.327660  -0.1606
H29 30.593290 -4.913620 24.976430  0.1294
H30 31.422550 -6.213890 24.129270  0.0824
H31 30.488230 -6.526940 25.606860  -0.3414
H32 27.541130 -8.189120 23.421040  0.0401
H33 27.378780 -6.870480 22.505530  -0.0368
C13 27.525210 -3.188970 18.516700  0.0375
C14 28.649430 -4.100400 18.638550  -0.0976
C15 29.661800 -3.644930 19.719920  0.1177
O4 29.217490 -3.806260 21.076550  -0.9489
C16 30.101050 -3.380570 22.096420  0.9672
N4 28.154260 -5.405810 19.010100  -0.0522
H34 27.781070 -2.441170 17.766080  0.0022
H35 27.393370 -2.713450 19.488600  -0.0368
H36 26.555180 -3.613450 18.257930  0.0054
H37 29.169980 -4.154020 17.682380  -0.0040
H38 30.086130 -2.659130 19.529560  0.0911
H39 30.464180 -4.361140 19.542880  -0.0032
H40 30.368840 -2.346410 21.879840  -0.1036
H41 31.026790 -3.955950 22.089970  -0.1153
H42 29.761620 -3.525210 23.122070  0.2849
H43 27.848120 -5.245920 19.959220  -0.0174
H44 28.926370 -6.032710 19.185990  0.0101
C17 21.683480 -3.818650 14.147340  0.0004
C18 21.911290 -4.188160 15.594590  0.0030
C19 21.739000 -5.668680 15.750000  0.0015
O5 20.490600 -6.136930 16.297690  -0.0031
C20 19.297360 -5.996600 15.467710  0.0010
N5 23.280800 -3.717750 15.927960  -0.0004
H45 22.408420 -4.153560 13.405440  0.0000
H46 21.627230 -2.738550 14.012000  -0.0002
H47 20.691820 -4.189110 13.887560  -0.0001
H48 21.197920 -3.634910 16.205420  0.0004
H49 22.475500 -6.241320 16.313700  0.0034
H50 21.872760 -6.049350 14.737430  -0.0006
H51 19.083850 -6.875210 14.858970  -0.0001
H52 19.165150 -5.015820 15.010880  -0.0001
H53 18.518530 -6.211390 16.199410  0.0002
H54 23.933230 -4.149860 15.289430  0.0004
H55 23.600920 -4.197920 16.756860  -0.0006
C21 19.690310 -8.612490 20.691260  0.0013
C22 19.719760 -10.053620 20.001540  -0.0082
C23 18.384900 -10.483870 19.344780  -0.0002
O6 17.496160 -10.853370 20.277250  -0.0001
C24 16.166830 -10.699200 19.762340  0.0010
N6 20.715560 -10.076230 18.918600  0.0015
H56 18.956400 -8.776240 21.480350  0.0012
H57 19.252080 -7.854640 20.041860  0.0017
H58 20.604390 -8.249080 21.160820  0.0025
H59 20.022010 -10.795200 20.741000  0.0002
H60 18.570960 -11.234510 18.576640  0.0002
H61 18.118090 -9.540030 18.869310  0.0002
H62 16.008680 -11.132850 18.774900  0.0000
H63 15.904030 -9.655390 19.590610  0.0000
H64 15.352550 -11.136540 20.340060  0.0002
H65 21.128310 -10.995590 18.985670  0.0014
H66 21.409540 -9.369390 19.115760  -0.0005
C25 23.775230 -0.903900 19.624460  0.0086
C26 23.060840 -2.238430 20.048050  -0.0309
C27 23.720020 -3.044320 21.148290  -0.0030
O7 25.059120 -3.443430 20.802600  0.0399
C28 25.645130 -4.443330 21.666160  -0.3425
N7 21.740950 -1.913370 20.369300  0.0046
H67 24.023890 -0.224800 20.440000  -0.0021
H68 23.143980 -0.341650 18.936350  0.0031
H69 24.605790 -1.058510 18.935710  -0.0044
H70 23.000650 -2.873640 19.164320  0.0037
H71 23.126790 -3.871870 21.537310  0.0246
H72 23.857130 -2.346320 21.974180  0.0079
H73 26.191320 -4.127670 22.555060  0.0701
H74 26.373260 -5.057720 21.136600  0.0431
H75 24.843570 -5.114610 21.974340  0.0133
H76 21.276040 -2.740920 20.714440  -0.0051
H77 21.286150 -1.746030 19.483150  -0.0025
C29 23.213210 -10.571220 21.071660  0.0015
C30 24.518380 -9.761720 21.432800  -0.2332
C31 24.306500 -8.171310 21.052150  0.0169
O8 24.046840 -8.008250 19.644050  -0.0329
C32 24.296870 -6.693220 19.136360  -0.0120
N8 24.832010 -9.891400 22.844550  0.0943
H78 22.391510 -10.254810 21.714170  -0.0036
H79 23.380150 -11.599050 21.393830  0.0089
H80 22.888870 -10.446310 20.038560  0.0015
H81 25.297690 -10.173700 20.791660  0.0347
H82 25.308600 -7.862170 21.349370  0.0754
H83 23.564130 -7.730150 21.717260  0.0002
H84 23.562490 -5.968370 19.487600  0.0008
H85 24.124830 -6.747300 18.061380  0.0135
H86 25.332370 -6.371210 19.246560  -0.0008
H87 25.768250 -9.543190 22.993890  0.0372
H88 24.309520 -9.265740 23.440910  -0.0720
C33 27.770360 -12.842060 19.191220  -0.0255
C34 28.102940 -12.476830 17.695780  -0.0501
C35 29.221000 -13.274190 17.180000  0.0184
O9 29.744680 -12.843400 15.878260  -0.0016
C36 30.365640 -11.529910 15.810550  -0.0153
N9 26.895650 -12.786660 16.968460  0.0058
H89 26.988290 -12.253020 19.670280  0.0052
H90 28.560260 -12.731160 19.934100  0.0275
H91 27.557770 -13.908040 19.110030  0.0069
H92 28.294070 -11.422270 17.497150  0.0056
H93 29.060180 -14.351650 17.216120  -0.0031
H94 30.094590 -13.314950 17.830600  0.0067
H95 29.826090 -10.934340 15.074140  -0.0008
H96 31.348060 -11.726020 15.381030  -0.0027
H97 30.289380 -10.925810 16.714620  0.0155
H98 26.187300 -12.099540 17.183410  0.0010
H99 27.090520 -12.704720 15.980830  -0.0005
C37 29.959840 -8.863360 19.604590  0.0754
C38 29.513540 -8.515500 21.044160  -0.5565
C39 29.202310 -9.829600 21.902650  0.0962
O10 28.614010 -9.533120 23.142510  -1.9606
C40 28.751860 -10.388330 24.212100  1.3285
N10 30.631080 -7.721780 21.613040  0.1799
H100 29.025700 -9.208060 19.161110  0.0133
H101 30.813800 -9.540130 19.633610  -0.0291
H102 30.181400 -8.018270 18.952800  0.0806
H103 28.808380 -7.691710 20.933650  -0.0176
H104 30.121470 -10.366140 22.137940  0.1582
H105 28.551750 -10.563680 21.427260  -0.0367
H106 28.171590 -11.304940 24.106140  0.1439
H107 28.363300 -9.989170 25.149010  0.2703
H108 29.801030 -10.614370 24.402490  -0.1223
H109 30.667310 -8.047730 22.568310  0.0100
H110 30.433410 -6.741740 21.756460  -0.0992
C41 18.950710 -16.019510 18.400820  0.0001
C42 18.333160 -15.346800 19.555590  0.0001
C43 19.019500 -14.034390 19.830380  0.0007
O11 20.460040 -13.913870 20.147230  0.0010
C44 20.959990 -14.358920 21.395880  0.0029
N11 16.852640 -15.368240 19.463340  -0.0002
H111 18.413660 -15.549280 17.577080  0.0000
H112 18.867640 -17.105310 18.448150  0.0000
H113 20.029900 -15.885240 18.327200  0.0000
H114 18.780390 -15.963030 20.335550  0.0000
H115 18.525200 -13.473710 20.623730  0.0006
H116 19.007960 -13.489430 18.886470  0.0004
H117 20.365590 -13.869590 22.167470  -0.0007
H118 22.017660 -14.140440 21.543180  -0.0033
H119 20.903880 -15.446190 21.448780  0.0012
H120 16.497100 -14.560620 18.971970  0.0000
H121 16.585180 -16.165730 18.904270  0.0000
O12 25.160920 -10.437500 17.756610  -0.0054
H122 24.898570 -9.707690 18.317660  0.0026
H123 24.374610 -10.647670 17.252860  0.0007
O13 27.112290 -5.777280 16.521430  -0.0086
H124 27.453790 -5.475740 17.363260  0.0026
H125 26.864670 -6.688950 16.675560  -0.0058
O14 21.976610 -12.651110 18.494360  0.0004
H126 21.718830 -13.234430 19.208170  -0.0003
H127 22.013810 -13.217200 17.723390  -0.0001

Force components x, y, z for each atom (eV/Å):
C 1.45 -0.33 0.07
C -0.95 -0.78 -1.61
C -0.16 -0.24 1.18
O -2.36 1.71 -1.09
C 0.91 0.51 1.20
N 0.75 -1.41 0.88
H -0.16 -0.45 -0.25
H 0.13 0.19 -0.11
H -0.55 0.58 0.05
H 0.12 0.53 0.79
H 0.04 0.31 -0.35
H -0.10 -0.38 -0.15
H 0.36 -0.39 0.34
H -0.01 -0.65 -0.53
H 0.94 0.03 -0.24
H -0.15 0.38 0.04
H -0.21 0.40 -0.18
C -0.11 0.41 -0.66
C 0.00 0.51 3.17
C 0.00 -1.26 0.64
O -0.04 1.25 0.20
C -0.52 -1.07 -1.08
N 0.09 0.32 -0.19
H -0.84 0.14 -0.91
H 0.61 0.04 0.68
H 0.33 -0.49 -0.56
H 0.43 0.37 -0.40
H 1.15 -0.43 -0.44
H -0.81 0.42 0.01
H 0.57 0.35 0.53
H 0.28 -0.39 -0.70
H -1.03 0.02 -0.31
H -0.04 -0.19 -0.74
H -0.17 -0.07 0.63
C -0.32 0.99 -0.13
C 0.08 -1.18 2.25
C 0.52 0.08 0.70
O -0.14 2.03 1.00
C -0.42 -1.32 -0.01
N -0.52 0.43 -0.46
H 0.20 0.45 -0.01
H 0.02 0.05 -0.09
H -0.11 -0.10 -0.57
H -0.17 0.19 -0.07
H 0.82 0.09 0.20
H -0.21 -0.06 -0.32
H -0.66 0.30 -0.51
H -0.01 -0.08 -0.06
H 0.24 -0.05 0.19
H 0.21 -0.24 -0.77
H 0.01 -0.65 -1.11
C -1.46 2.04 0.09
C 1.33 -0.36 0.98
C 1.07 -0.77 0.02
O -1.23 -0.32 -0.60
C 1.07 0.16 -0.86
N 0.08 -0.67 0.71
H -0.26 0.32 0.14
H -0.34 0.31 -0.07
H 0.21 -0.28 -0.14
H 0.35 -0.21 0.07
H -0.25 0.35 0.11
H 0.66 -0.02 0.31
H 0.03 0.25 0.46
H 0.32 -0.20 -0.35
H -0.89 0.21 -0.39
H -0.68 -0.18 0.29
H 0.44 -0.35 -0.37
C -1.22 0.97 -0.37
C 1.55 0.84 -0.08
C -0.95 -1.92 -0.37
O -0.36 0.73 -1.16
C 0.25 -0.99 2.08
N -0.14 -0.50 0.33
H 0.17 -0.48 0.36
H 0.09 0.14 0.18
H 0.09 -0.09 -0.45
H -0.03 -0.08 0.20
H 0.22 0.68 0.47
H -0.17 -0.52 -0.27
H 0.94 0.22 -1.03
H 0.06 -0.26 -0.10
H -0.30 0.86 0.25
H 0.08 0.17 -0.81
H -0.22 0.24 0.84
C -1.50 -1.94 -0.14
C 1.00 1.07 -0.35
C 2.84 2.09 -0.52
O -3.51 -0.89 1.34
C -0.34 0.07 -0.34
N -0.66 0.25 0.28
H -0.04 0.41 0.36
H 0.28 -0.01 -0.29
H 0.19 -0.37 -0.32
H -0.25 -0.03 0.47
H 0.06 -0.18 -0.10
H -0.57 0.04 -0.62
H 0.61 -0.43 -0.30
H 0.27 0.38 0.33
H 0.63 -0.11 0.76
H 0.48 0.10 -0.69
H 0.24 -0.10 -0.11
C -0.09 -0.74 -0.63
C 2.42 0.06 -1.72
C 1.62 1.10 0.94
O 0.23 -0.64 -0.03
C -0.97 -0.21 -0.38
N -2.43 0.36 0.97
H 0.11 -0.31 0.15
H -0.72 -0.02 0.27
H 0.59 -0.38 0.64
H 0.78 -0.27 -0.43
H -0.17 -0.28 -0.34
H -0.36 0.08 0.52
H -0.34 0.87 0.05
H -0.20 0.25 -0.51
H 0.02 -0.20 0.25
H -0.25 -0.17 0.32
H -0.36 0.43 0.03
C 0.92 0.63 1.11
C -3.07 1.46 -1.06
C 1.54 -2.71 -0.18
O 0.20 0.14 0.72
C -0.36 -0.62 -0.58
N 0.66 -0.34 -0.20
H -0.12 0.38 0.07
H -0.01 -0.22 -0.51
H 0.43 -0.34 0.16
H 0.39 0.20 0.25
H -0.07 1.02 -0.26
H -0.31 0.11 -0.18
H 0.19 0.16 0.52
H 0.00 -0.19 -0.13
H 0.01 0.09 0.47
H 0.39 -0.03 -0.05
H -0.63 0.06 -0.30
C 1.06 0.25 -0.53
C -1.38 0.73 1.47
C 2.91 -0.29 -0.48
O -0.91 -0.05 0.76
C -0.99 -1.01 -0.62
N -0.60 -0.70 -0.70
H -0.57 -0.21 -0.70
H 0.69 0.00 -0.42
H -0.48 0.03 0.43
H 0.53 0.33 0.74
H -0.86 -0.08 -1.10
H 0.15 0.97 0.63
H -0.17 -0.07 -0.22
H 0.29 0.44 0.60
H 0.59 -0.44 0.33
H -0.04 0.09 0.13
H -0.03 -0.04 -0.26
C -1.50 -0.26 0.54
C 1.59 1.06 -0.66
C 0.02 0.73 -0.12
O -0.51 1.61 -0.08
C 0.40 -1.19 0.79
N 0.82 -1.41 1.15
H 0.25 -1.10 -0.53
H -0.28 -0.22 -0.30
H 0.41 0.40 0.60
H -1.57 -1.08 0.23
H 0.60 0.17 -0.46
H -0.07 0.19 -0.76
H 0.10 -0.45 -0.43
H -0.01 0.72 -0.30
H 0.20 -0.26 -0.05
H 0.55 0.15 0.46
H -0.55 0.09 -0.30
C 0.46 -0.13 -1.62
C 1.51 -1.45 1.69
C 0.51 2.07 0.00
O -0.65 -1.17 -0.69
C -0.92 -0.49 0.19
N 0.99 0.38 0.85
H 0.50 -0.58 -0.93
H -0.65 -0.02 -0.28
H 0.04 0.50 -0.03
H -1.23 -0.33 1.18
H -0.37 0.09 -0.12
H -0.23 0.55 0.08
H 0.13 -0.24 0.43
H -0.09 0.55 -0.40
H -0.28 -0.16 0.33
H 0.13 0.31 -0.03
H 0.02 -0.16 0.03
O 0.32 -0.13 -0.21
H -0.20 0.47 0.45
H -0.33 -0.09 -0.05
O -0.41 0.08 -1.35
H 0.00 -0.30 0.80
H -0.01 -0.18 0.10
O 0.75 0.44 -0.70
H -0.49 -0.32 0.36
H 0.06 -0.06 -0.22

---

This record from OMol25 describes C3H4BrClS as an isolated structure in a non-equilibrium geometry. The level of theory is ωB97M-V/def2-TZVPD.

The energy above the lowest of the compared OMol25 structures with the same formula, charge and spin comes out at 72.3 kcal per mole. As for the spin multiplicity: 3. As for the expectation value of S²: 2.011. The orbital gap (alpha / beta) comes out at 6.0 / 7.6 eV. As for the charge: 0. The value obtained for the calculated total energy is -3548.825970 a.u.

Last column: Mulliken spin population.
CARTESIAN COORDINATES (ANGSTROEM)
C1 -1.550173 -0.742972 1.712632  1.5288
C2 -3.652020 -0.491967 -0.682458  -0.0004
C3 0.331628 -0.266424 -0.411748  0.0965
S1 -0.717257 -1.454306 0.532291  0.2847
Cl1 -4.370972 -1.933785 -0.303031  0.0043
Br1 -4.426116 0.983573 0.152229  0.0070
H1 -1.404453 0.335792 1.800574  0.0605
H2 1.068265 -0.848082 -0.954245  0.0089
H3 0.816060 0.407485 0.286646  -0.0008
H4 -0.306114 0.280046 -1.097698  0.0106

Force components x, y, z for each atom (eV/Å):
C 0.27 2.79 0.35
C 0.94 0.52 -0.76
C -0.80 0.36 0.75
S 1.40 -3.01 -2.06
Cl -0.60 -0.62 0.39
Br -0.39 0.16 0.31
H -0.88 -0.17 1.02
H -0.06 -0.23 0.09
H 0.14 0.10 -0.01
H -0.02 0.11 -0.09